{"formula": "C28H41ClF16NO12P", "method": "ωB97M-V/def2-TZVPD", "symbols": ["F", "H", "H", "H", "O", "F", "C", "C", "C", "H", "H", "H", "O", "H", "C", "H", "H", "O", "C", "C", "C", "H", "C", "C", "F", "H", "C", "H", "H", "O", "H", "H", "C", "C", "H", "C", "H", "C", "O", "H", "C", "C", "O", "H", "C", "O", "C", "F", "F", "H", "N", "C", "H", "H", "H", "H", "H", "H", "H", "C", "F", "H", "H", "F", "C", "F", "F", "O", "H", "H", "H", "C", "F", "C", "H", "H", "Cl", "O", "F", "H", "C", "H", "P", "C", "H", "F", "O", "C", "C", "O", "F", "C", "H", "O", "H", "H", "F", "F", "F", "H"], "coordinates": [[5.24209, 2.38151, -1.20824], [0.43717, 2.69706, -1.26139], [-1.77252, 3.39804, 4.99909], [-2.73803, 4.89531, 5.07358], [-3.51804, -2.90491, 2.84586], [5.72086, 0.38434, -0.45086], [-1.69935, 2.75346, 2.22272], [5.08895, 2.10071, -4.64572], [0.35056, 3.78721, 1.96605], [-1.43054, -0.78843, 4.29217], [-4.60530, 3.62352, 4.01773], [0.04762, 5.52178, 5.65648], [-0.27720, -1.05729, -1.78569], [-1.57250, -1.21658, 1.34431], [-0.53586, -5.60698, -3.09062], [-1.34937, 5.67491, 6.70649], [0.83778, -1.78413, -0.15792], [-0.91446, 4.46179, -1.92835], [0.37932, 3.36027, -0.40940], [6.85252, 3.88292, -3.86379], [-4.89179, -3.16457, 2.65036], [0.48777, 4.78274, 1.54356], [2.09599, -1.64931, -1.90529], [-0.82456, 4.99619, 6.04091], [6.54028, 0.64304, -3.03414], [-3.33087, -2.18104, 4.78010], [1.68878, 1.91344, 1.11957], [-1.85976, 2.37631, -0.68606], [-1.06865, -7.30053, -1.09513], [-0.72999, 4.26451, -0.51471], [0.41597, -2.91100, -1.42920], [4.33252, 2.18113, -5.42490], [-3.08851, -7.40624, -1.92642], [4.93115, 1.06777, -1.31260], [-2.79717, -0.13742, 1.89072], [-0.36043, 0.21532, -1.23486], [-0.27720, 0.94575, -2.04837], [0.30683, 2.66034, 0.94874], [-1.44314, -5.50273, -2.07335], [-5.11850, -4.17599, 2.99434], [-2.79619, -8.67347, -2.73290], [-1.89057, 1.54462, 0.01748], [-3.16773, 1.53030, 4.17144], [1.29660, 3.94952, -0.42554], [5.41478, 3.55651, -4.27572], [1.98270, 1.64206, 2.29162], [-0.98251, 1.80968, 1.23290], [-2.07739, -8.39477, -3.83777], [7.20974, 3.22451, -2.74710], [1.93810, -0.84096, -2.62128], [-0.98540, 3.75398, 2.59437], [-1.83797, -1.33898, 3.44466], [-0.46795, 0.89299, 3.12777], [7.54869, 3.63413, -4.66989], [-2.92014, 1.45974, 0.35572], [2.41888, -2.52055, -2.47637], [-1.39198, 5.29860, -1.96350], [-2.25688, -9.40345, -2.12285], [0.44808, 0.39041, -0.51972], [0.73447, -1.89009, -1.23925], [-0.18726, -5.29891, -5.38949], [1.09586, 3.67150, 2.75242], [-0.28216, 5.34021, 3.64799], [4.85512, -0.70211, -2.85629], [-0.69459, 0.55370, 2.11416], [-3.81915, -7.82132, -0.85095], [-3.86806, -6.57341, -2.64664], [2.31569, 1.68033, 0.08632], [-5.14301, -3.10401, 1.59218], [0.20631, 0.07540, 1.74298], [-2.24528, 1.54240, 4.45486], [-1.12234, -5.14347, -4.42590], [-3.97101, -9.21975, -3.12378], [-3.24027, -1.84365, 3.74224], [5.94613, 1.60496, -5.10322], [-1.41494, -4.09347, -4.36247], [-2.23329, 6.10508, 2.72179], [-1.63203, 0.32086, -0.63538], [6.94024, 5.21224, -3.61309], [-5.53227, -2.48230, 3.21000], [5.22106, 0.59227, -2.74358], [-2.25350, -6.21824, -0.41455], [-3.46021, 2.32655, 2.77503], [-1.80717, -0.51613, 2.14141], [3.88650, 0.91884, -1.03704], [5.18951, 4.29202, -5.40670], [-4.00340, 3.78270, 3.27851], [-1.24672, 4.86416, 3.51970], [-1.75202, 4.47938, 4.91539], [3.05802, -1.24315, -0.95248], [0.48407, -4.76683, -2.79884], [-1.89100, -6.63284, -1.35366], [-3.95132, -1.03498, 3.55613], [4.47994, 1.29275, -3.66457], [3.64204, -1.97245, -0.74318], [-0.44627, 4.17388, 6.64311], [-2.19636, -5.88798, -4.75080], [-0.01692, -6.84602, -3.16755], [4.55500, 3.99486, -3.33504], [-1.23472, -2.23008, 3.27114]], "forces_ev_per_a": [[0.1, -0.1, -0.1], [-0.3, -0.1, 0.0], [-0.3, 0.0, -0.1], [-0.2, -0.3, -0.2], [0.0, 0.2, -0.1], [0.2, -0.1, -0.1], [-0.3, 0.0, 0.0], [-0.1, -0.3, -0.5], [-0.4, 0.2, 0.3], [0.0, 0.0, 0.1], [-0.2, 0.2, 0.0], [0.0, 0.1, 0.0], [-0.1, 0.0, 0.2], [-0.2, 0.1, -0.2], [0.1, -0.1, 0.5], [0.0, 0.1, 0.0], [0.0, 0.3, 0.1], [0.1, -0.2, -0.2], [0.1, 0.3, 0.1], [0.1, 0.1, -0.1], [-0.1, -0.4, 0.2], [-0.1, 0.0, -0.2], [-0.3, 0.2, 0.2], [0.0, 0.0, -0.1], [0.1, 0.0, 0.1], [-0.1, 0.0, 0.1], [0.0, -0.6, 0.5], [0.1, 0.1, 0.0], [0.0, -0.1, -0.2], [-0.2, -0.1, -0.1], [-0.2, 0.0, 0.0], [0.0, 0.1, 0.0], [0.0, 0.4, -0.2], [-0.4, 0.0, 0.2], [-0.1, 0.2, 0.2], [0.1, 0.0, -0.5], [-0.1, 0.1, 0.0], [1.0, 0.7, -0.8], [-0.4, 0.0, -0.4], [0.0, 0.0, 0.0], [-0.1, -0.2, 0.0], [0.0, -0.5, -0.4], [0.4, 0.1, -0.1], [0.1, -0.1, -0.1], [-0.3, -0.1, 0.4], [-0.1, 0.1, 0.5], [0.2, 1.2, 1.2], [0.0, 0.0, 0.0], [0.0, 0.0, -0.1], [0.2, 0.1, 0.0], [0.0, 0.0, -0.2], [-0.4, -0.1, -0.6], [0.3, 0.0, 0.0], [0.0, 0.0, 0.0], [-0.1, 0.0, 0.0], [0.1, -0.1, 0.1], [0.0, 0.1, 0.2], [0.0, 0.0, 0.0], [0.0, 0.0, 0.0], [0.0, -0.5, -0.3], [0.0, 0.0, 0.0], [0.0, -0.4, 0.1], [0.1, -0.1, -0.2], [0.2, -0.1, -0.1], [-0.6, -0.4, -0.4], [0.1, -0.1, 0.1], [0.0, -0.1, 0.0], [0.1, 0.0, -0.8], [0.0, 0.1, -0.1], [0.2, 0.2, 0.1], [-0.1, -0.1, 0.2], [-0.1, 0.1, -0.2], [0.0, 0.0, 0.0], [0.2, 0.1, -0.2], [0.1, 0.1, 0.1], [0.0, 0.0, 0.0], [0.0, 0.1, -0.1], [-0.1, 0.0, 0.4], [0.0, 0.0, 0.0], [0.0, 0.1, 0.0], [0.1, 0.0, -0.2], [-0.1, 0.0, 0.0], [-0.7, -0.4, -0.7], [0.5, -0.3, 0.0], [0.1, 0.0, -0.1], [0.1, 0.0, -0.1], [0.3, -0.2, 0.2], [-0.1, 0.1, 0.4], [0.6, 0.3, 0.4], [0.0, 0.0, 0.1], [0.1, 0.0, -0.1], [0.2, 0.0, 0.6], [-0.1, 0.1, 0.2], [0.0, 0.4, 0.3], [0.1, -0.1, 0.0], [0.0, 0.0, 0.0], [0.0, 0.0, 0.0], [0.0, 0.0, -0.2], [0.1, 0.0, 0.0], [0.3, 0.0, 0.4]], "lowdin_charge": [0.092, 0.111, 0.083, 0.090, -0.183, 0.097, -0.144, -0.052, -0.029, 0.105, 0.072, 0.074, -0.078, 0.114, -0.542, 0.075, 0.128, -0.006, -0.136, -0.309, -0.104, 0.146, -0.202, -0.066, 0.137, 0.125, -0.663, 0.127, 0.147, -0.169, 0.099, 0.147, -0.443, -0.292, 0.083, -0.235, 0.143, -0.226, 0.052, 0.083, -0.306, -0.139, -0.254, 0.144, -0.442, -0.002, -0.247, 0.097, 0.100, 0.127, -0.014, -0.159, 0.115, 0.171, 0.093, 0.118, 0.101, 0.173, 0.119, -0.163, 0.101, 0.148, 0.092, 0.137, -0.089, 0.101, 0.137, 0.017, 0.086, 0.122, 0.050, -0.281, 0.097, -0.248, 0.145, 0.179, 0.712, -0.067, 0.091, 0.082, -0.523, 0.150, 0.952, -0.180, 0.119, 0.094, -0.311, -0.625, -0.229, -0.066, 0.133, -0.042, 0.100, 0.049, 0.097, 0.076, 0.103, 0.152, 0.138, 0.122], "largest_force_ev_per_a": 1.7, "e_lumo_ev": -1.506, "total_charge": 0, "homo_ev": -8.557, "orbital_gap_ev": 7.1}